# 1
Formula: C37H32N2O2PPtS2
Source: OMol25
Level of theory: ωB97M-V/def2-TZVPD

Output
E_HOMO ... -11.097 eV
Gap between HOMO and LUMO ... 6.8 eV
Total charge ... +1
LUMO level ... -4.25 eV
Relative energy (zero: lowest compared OMol25 entry of this formula, charge and spin) ... 0.000 eV

```
77
Properties=species:S:1:pos:R:3:forces:R:3
Pt 0.673 0.447 1.563 -0.2 0.7 0.2
S -0.432 0.201 -0.397 -0.2 0.0 0.2
C 0.501 -0.841 -1.329 0.0 0.1 0.3
N 0.251 -1.037 -2.602 0.0 -0.3 -0.5
C 1.126 -1.915 -3.395 0.0 0.2 -0.1
C 1.495 -3.091 -2.551 0.1 -0.1 0.1
N 2.172 -2.592 -1.346 0.0 -0.3 -0.4
C 3.413 -3.287 -0.956 0.0 -0.1 -0.1
C 4.491 -3.024 -1.979 0.0 0.0 0.0
C 4.962 -4.048 -2.791 0.0 0.0 0.0
C 5.948 -3.792 -3.736 0.0 0.0 0.0
C 6.460 -2.511 -3.875 0.0 0.0 0.0
C 5.990 -1.483 -3.065 0.0 0.0 0.0
C 5.009 -1.738 -2.120 0.0 0.0 0.0
C 1.683 -1.550 -0.712 0.0 0.1 0.1
S 2.318 -1.003 0.733 0.1 0.1 0.2
C -0.935 -0.506 -3.301 0.0 0.0 0.0
C -1.927 -1.614 -3.561 0.0 0.0 0.0
C -2.595 -2.215 -2.495 0.0 0.0 0.0
C -3.492 -3.244 -2.728 0.0 0.0 0.0
C -3.732 -3.679 -4.027 0.0 0.0 0.0
C -3.073 -3.081 -5.091 0.0 0.0 0.0
C -2.169 -2.052 -4.857 0.0 0.0 0.0
H 2.021 -1.363 -3.689 0.0 0.1 -0.1
H 0.591 -2.226 -4.289 -0.1 0.0 0.0
H 2.169 -3.759 -3.081 0.1 0.1 0.0
H 0.599 -3.643 -2.262 0.0 -0.1 0.0
H 3.192 -4.353 -0.894 0.0 0.0 0.0
H 3.709 -2.945 0.028 0.0 0.0 0.1
H 4.570 -5.053 -2.677 0.0 0.0 0.0
H 6.319 -4.596 -4.359 0.0 0.0 0.0
H 7.229 -2.313 -4.609 0.0 0.0 0.0
H 6.398 -0.485 -3.162 0.0 0.0 0.0
H 4.656 -0.939 -1.475 0.0 0.0 0.0
H -0.594 -0.068 -4.239 0.0 0.0 0.0
H -1.370 0.284 -2.698 0.0 0.1 0.0
H -2.420 -1.867 -1.481 0.0 0.0 0.0
H -4.014 -3.703 -1.898 0.0 0.0 0.0
H -4.436 -4.480 -4.209 0.0 0.0 0.0
H -3.264 -3.412 -6.104 0.0 0.0 0.0
H -1.659 -1.581 -5.691 0.0 0.0 0.0
O 3.218 2.033 4.105 0.1 -0.1 0.0
C 2.089 1.647 3.933 -0.2 0.0 -0.1
O 1.783 0.581 3.220 0.3 -0.2 0.1
C 0.949 2.318 4.667 0.0 0.1 -0.1
C 1.237 2.838 5.926 0.0 0.0 0.0
C 0.251 3.445 6.684 0.0 0.0 0.0
C -1.041 3.563 6.184 0.0 0.0 0.0
C -1.336 3.070 4.927 0.0 0.0 0.0
C -0.348 2.442 4.164 0.0 0.0 0.1
P -0.818 1.911 2.506 0.0 -0.3 -0.1
C -1.082 3.437 1.567 0.0 -0.1 -0.1
C -1.694 3.363 0.312 0.0 0.0 0.0
C -1.867 4.507 -0.448 0.0 0.0 0.0
C -1.423 5.733 0.034 0.0 0.0 0.0
C -0.809 5.810 1.274 0.0 0.0 0.0
C -0.636 4.665 2.042 0.0 0.0 0.0
C -2.441 1.121 2.694 0.0 0.0 0.0
C -2.456 -0.198 3.152 0.0 0.0 0.0
C -3.662 -0.843 3.372 0.0 0.0 0.0
C -4.858 -0.179 3.127 0.0 0.0 0.0
C -4.848 1.129 2.669 0.0 0.0 0.0
C -3.641 1.784 2.454 0.0 0.0 0.0
H 2.251 2.752 6.293 0.0 0.0 0.0
H 0.488 3.830 7.667 0.0 0.0 0.0
H -1.814 4.042 6.771 0.0 0.0 0.0
H -2.341 3.173 4.534 0.0 0.0 0.0
H -2.056 2.411 -0.060 0.0 0.1 0.0
H -2.348 4.446 -1.416 0.0 0.0 0.0
H -1.558 6.628 -0.559 0.0 0.0 0.0
H -0.461 6.764 1.649 0.0 0.0 0.0
H -0.152 4.733 3.008 0.0 0.0 0.0
H -1.520 -0.710 3.341 0.0 0.0 0.0
H -3.670 -1.862 3.735 0.0 0.0 0.0
H -5.801 -0.685 3.294 0.0 0.0 0.0
H -5.780 1.647 2.482 0.0 0.0 0.0
H -3.639 2.808 2.104 0.0 0.0 0.0
```
Positions in Å, forces in eV/Å.

Mulliken charges, unit e, in atom order: atom 1 (Pt): 0.638, atom 2 (S): -0.267, atom 3 (C): 0.415, atom 4 (N): 0.072, atom 5 (C): -0.712, atom 6 (C): -0.778, atom 7 (N): 0.128, atom 8 (C): -1.569, atom 9 (C): 0.765, atom 10 (C): -0.311, atom 11 (C): -0.618, atom 12 (C): -0.427, atom 13 (C): -0.746, atom 14 (C): -0.145, atom 15 (C): 0.724, atom 16 (S): -0.381, atom 17 (C): -1.604, atom 18 (C): 0.822, atom 19 (C): -0.113, atom 20 (C): -0.763, atom 21 (C): -0.432, atom 22 (C): -0.641, atom 23 (C): -0.328, atom 24 (H): 0.379, atom 25 (H): 0.449, atom 26 (H): 0.448, atom 27 (H): 0.376, atom 28 (H): 0.434, atom 29 (H): 0.550, atom 30 (H): 0.394, atom 31 (H): 0.389, atom 32 (H): 0.395, atom 33 (H): 0.413, atom 34 (H): 0.432, atom 35 (H): 0.445, atom 36 (H): 0.531, atom 37 (H): 0.444, atom 38 (H): 0.423, atom 39 (H): 0.395, atom 40 (H): 0.392, atom 41 (H): 0.397, atom 42 (O): -0.596, atom 43 (C): 0.077, atom 44 (O): -0.589, atom 45 (C): 0.832, atom 46 (C): -0.793, atom 47 (C): -0.527, atom 48 (C): -0.807, atom 49 (C): -0.219, atom 50 (C): 0.188, atom 51 (P): 0.186, atom 52 (C): 0.763, atom 53 (C): -0.307, atom 54 (C): -0.949, atom 55 (C): -0.552, atom 56 (C): -0.707, atom 57 (C): -0.541, atom 58 (C): 0.706, atom 59 (C): -0.584, atom 60 (C): -0.775, atom 61 (C): -0.446, atom 62 (C): -0.812, atom 63 (C): -0.090, atom 64 (H): 0.506, atom 65 (H): 0.416, atom 66 (H): 0.436, atom 67 (H): 0.438, atom 68 (H): 0.542, atom 69 (H): 0.433, atom 70 (H): 0.396, atom 71 (H): 0.429, atom 72 (H): 0.370, atom 73 (H): 0.379, atom 74 (H): 0.441, atom 75 (H): 0.415, atom 76 (H): 0.438, atom 77 (H): 0.487



# 2
Formula: C37H33AuFN4O4Sb
Source: OMol25
Level of theory: ωB97M-V/def2-TZVPD

Output
E_HOMO ... -7.781 eV
Gap between HOMO and LUMO ... 7.8 eV
Total charge ... 0
LUMO level ... 0.06 eV
Relative energy (zero: lowest compared OMol25 entry of this formula, charge and spin) ... 0.000 eV

```
81
Properties=species:S:1:pos:R:3:forces:R:3
Au -0.670 2.260 -0.028 0.0 0.0 0.0
C -4.348 0.888 5.023 0.0 0.0 0.0
C -3.069 0.212 5.505 0.0 0.0 0.0
C -3.311 -1.136 6.169 0.0 0.0 0.0
C -3.886 -2.127 5.168 0.0 0.0 0.0
C -3.043 -2.175 3.920 0.0 0.0 0.0
C -3.070 -3.275 3.091 0.0 0.0 0.0
C -2.275 -3.312 1.952 0.0 0.0 0.0
F -2.351 -4.407 1.162 0.0 0.0 0.0
C -1.431 -2.293 1.620 0.0 0.0 0.0
C -1.383 -1.166 2.446 0.0 0.0 0.0
C -0.463 -0.067 2.081 0.1 -0.1 -0.1
O 0.301 -0.198 1.121 0.0 0.0 0.1
C -0.528 1.091 2.936 0.0 0.0 0.0
C -1.326 1.054 4.037 0.0 0.1 0.0
N -2.136 0.035 4.382 0.0 -0.1 0.0
C -2.196 -1.100 3.582 0.0 0.0 0.0
C 0.267 2.370 2.755 0.0 0.0 0.0
O 0.664 2.947 3.753 0.0 0.0 0.0
O 0.451 2.813 1.550 0.0 0.1 0.0
H -5.061 0.982 5.844 0.0 0.0 0.0
H -4.815 0.318 4.220 0.0 0.0 0.0
H -4.131 1.885 4.640 0.0 0.0 0.0
H -2.561 0.869 6.212 0.0 0.0 0.0
H -3.987 -1.002 7.014 0.0 0.0 0.0
H -2.363 -1.512 6.561 0.0 0.0 0.0
H -4.912 -1.847 4.911 0.0 0.0 0.0
H -3.941 -3.125 5.606 0.0 0.0 0.0
H -3.704 -4.123 3.321 0.0 0.0 0.0
H -0.811 -2.327 0.736 0.0 0.0 0.0
H -1.322 1.905 4.708 0.0 0.0 0.0
C 4.691 -3.514 0.160 0.0 0.0 0.0
C 3.478 -3.127 0.710 0.0 0.0 0.0
C 2.978 -1.853 0.471 0.0 0.0 0.0
C 3.674 -0.953 -0.337 0.0 0.0 0.0
C 4.899 -1.348 -0.868 0.0 0.0 0.0
C 5.404 -2.619 -0.623 0.0 0.0 0.0
Sb 2.806 0.995 -0.648 0.0 0.0 0.0
C 4.301 1.723 -2.016 0.0 0.0 0.0
C 4.940 2.913 -1.672 0.0 0.0 0.0
C 5.922 3.463 -2.488 0.0 0.0 0.0
C 6.274 2.829 -3.669 0.0 0.0 0.0
C 5.642 1.646 -4.032 0.0 0.0 0.0
C 4.665 1.101 -3.211 0.0 0.0 0.0
C 1.457 0.313 -2.194 -0.1 -0.1 0.1
C 0.636 -0.785 -1.939 0.0 0.0 -0.1
C -0.244 -1.257 -2.904 0.0 0.0 0.0
C -0.332 -0.625 -4.138 0.0 0.0 0.0
C 0.457 0.487 -4.393 0.0 0.0 0.0
C 1.343 0.951 -3.427 0.0 0.0 0.0
H 5.084 -4.505 0.349 0.0 0.0 0.0
H 2.920 -3.814 1.335 0.0 0.0 0.0
H 2.038 -1.558 0.922 0.0 0.0 0.0
H 5.478 -0.662 -1.474 0.0 0.0 0.0
H 6.359 -2.907 -1.044 0.0 0.0 0.0
H 4.671 3.423 -0.752 0.0 0.0 0.0
H 6.411 4.385 -2.199 0.0 0.0 0.0
H 7.038 3.253 -4.308 0.0 0.0 0.0
H 5.912 1.146 -4.954 0.0 0.0 0.0
H 4.179 0.177 -3.508 0.0 0.0 0.0
H 0.680 -1.280 -0.977 0.0 0.0 0.0
H -0.853 -2.130 -2.693 0.0 0.0 0.0
H -1.007 -1.000 -4.898 0.0 0.0 0.0
H 0.400 0.985 -5.355 0.0 0.0 0.0
H 1.968 1.808 -3.655 0.0 0.0 0.0
C -3.992 -1.021 -2.620 0.0 0.0 0.0
N -3.255 0.233 -2.715 0.0 0.0 0.0
C -3.249 0.978 -3.840 0.0 0.0 0.0
C -2.534 2.117 -3.931 0.0 0.0 0.0
C -1.764 2.494 -2.794 -0.1 0.0 0.0
N -1.795 1.780 -1.674 0.1 0.0 -0.1
C -2.532 0.613 -1.578 -0.1 0.0 0.1
O -2.585 -0.059 -0.574 0.0 0.0 0.0
N -1.020 3.606 -2.824 0.0 -0.1 0.0
H -4.559 -1.162 -3.536 0.0 0.0 0.0
H -4.664 -0.990 -1.765 0.0 0.0 0.0
H -3.300 -1.850 -2.479 0.0 0.0 0.0
H -3.842 0.601 -4.661 0.0 0.0 0.0
H -2.520 2.703 -4.836 0.0 0.0 0.0
H -0.845 4.066 -3.699 0.0 0.0 0.0
H -0.408 3.791 -2.039 0.0 0.0 0.0
```
Positions in Å, forces in eV/Å.

Mulliken charges, unit e, in atom order: atom 1 (Au): 0.100, atom 2 (C): -1.398, atom 3 (C): -0.218, atom 4 (C): -1.092, atom 5 (C): -1.333, atom 6 (C): 1.048, atom 7 (C): -0.671, atom 8 (C): -0.117, atom 9 (F): -0.388, atom 10 (C): -0.806, atom 11 (C): 0.611, atom 12 (C): 0.455, atom 13 (O): -0.279, atom 14 (C): 0.112, atom 15 (C): -0.555, atom 16 (N): 0.079, atom 17 (C): -0.448, atom 18 (C): 0.536, atom 19 (O): -0.689, atom 20 (O): -0.643, atom 21 (H): 0.393, atom 22 (H): 0.367, atom 23 (H): 0.375, atom 24 (H): 0.504, atom 25 (H): 0.438, atom 26 (H): 0.362, atom 27 (H): 0.374, atom 28 (H): 0.473, atom 29 (H): 0.532, atom 30 (H): 0.709, atom 31 (H): 0.519, atom 32 (C): -0.443, atom 33 (C): -0.812, atom 34 (C): -0.084, atom 35 (C): 0.150, atom 36 (C): -0.437, atom 37 (C): -0.625, atom 38 (Sb): 1.402, atom 39 (C): -0.214, atom 40 (C): -0.707, atom 41 (C): -0.539, atom 42 (C): -0.445, atom 43 (C): -0.762, atom 44 (C): 0.070, atom 45 (C): -0.074, atom 46 (C): 0.430, atom 47 (C): -0.629, atom 48 (C): -0.552, atom 49 (C): -0.844, atom 50 (C): -0.404, atom 51 (H): 0.356, atom 52 (H): 0.433, atom 53 (H): 0.453, atom 54 (H): 0.388, atom 55 (H): 0.388, atom 56 (H): 0.342, atom 57 (H): 0.393, atom 58 (H): 0.373, atom 59 (H): 0.390, atom 60 (H): 0.526, atom 61 (H): -0.368, atom 62 (H): 0.560, atom 63 (H): 0.435, atom 64 (H): 0.428, atom 65 (H): 0.566, atom 66 (C): -0.855, atom 67 (N): 0.269, atom 68 (C): -0.051, atom 69 (C): -0.998, atom 70 (C): 1.295, atom 71 (N): -0.533, atom 72 (C): 0.402, atom 73 (O): -0.600, atom 74 (N): -0.365, atom 75 (H): 0.314, atom 76 (H): 0.280, atom 77 (H): 0.251, atom 78 (H): 0.344, atom 79 (H): 0.395, atom 80 (H): 0.253, atom 81 (H): 0.108



Result set for E_tot: -2946.08527, -2425.61592 hartree, one per record in the order listed.